No. 1
ORCA calculation (the ωB97M-V functional and the def2-TZVPD basis) on 10 unconnected molecules or ions with the total composition C26H72O10 in a non-equilibrium geometry.

Geometry as XYZ:
```
108
Properties=species:S:1:pos:R:3:forces:R:3
C 12.3871 6.4197 6.7990 0.04 0.41 1.53
C 11.9207 7.2511 8.0546 -0.19 0.91 -1.97
C 12.9295 8.3112 8.4785 0.60 -1.52 1.06
O 10.7657 7.9759 7.6364 -0.51 -0.28 -0.63
H 12.6912 7.1028 6.0059 -0.28 -0.01 -0.06
H 11.6147 5.7233 6.4728 -0.08 0.26 -0.06
H 13.2628 5.8260 7.0612 0.11 -0.03 0.06
H 11.6417 6.6189 8.8975 0.26 -0.24 0.04
H 13.4065 8.8884 7.6864 -0.38 -0.05 -0.08
H 13.6757 7.7225 9.0121 0.66 0.31 0.05
H 12.4796 8.9289 9.2557 -0.03 0.30 -0.23
H 10.2496 8.1941 8.4160 -0.18 -0.13 0.32
C 8.2061 9.2913 12.0066 -0.02 0.38 -0.95
C 8.8330 9.3238 10.5740 0.79 -0.38 0.87
C 10.0627 10.2244 10.4074 -0.62 1.55 0.72
O 9.3606 8.0407 10.2728 -0.46 -1.04 -0.29
H 7.2846 8.7142 12.0834 0.03 -0.20 -0.52
H 7.9198 10.2996 12.3057 0.38 0.08 0.30
H 8.8889 8.8154 12.7105 0.25 0.39 0.10
H 8.0656 9.4974 9.8197 0.06 0.26 0.02
H 10.8793 10.0094 11.0967 -0.05 -0.78 0.08
H 9.8473 11.2469 10.7174 -0.30 0.22 -0.31
H 10.4727 10.2467 9.3977 -0.25 -0.18 -0.04
H 9.9930 7.8709 10.9748 0.23 -0.33 0.02
C 17.2161 12.5109 8.3880 0.04 0.16 -0.96
C 17.1080 12.4218 9.8773 -0.76 0.24 0.76
C 18.3892 11.9914 10.5738 0.02 -0.04 -0.36
O 16.6362 13.6979 10.3592 -0.03 0.04 0.24
H 17.6896 11.6463 7.9229 -0.08 -0.10 0.08
H 17.7824 13.3931 8.0894 0.44 0.03 0.20
H 16.2516 12.6954 7.9149 -0.19 -0.33 0.16
H 16.2524 11.8117 10.1672 0.24 -0.60 -0.17
H 19.1810 12.5052 10.0285 0.44 -0.01 0.37
H 18.5739 10.9192 10.5078 -0.11 -0.05 -0.35
H 18.4233 12.2055 11.6421 -0.18 0.36 -0.10
H 17.3440 14.3460 10.3344 0.14 0.10 -0.02
C 9.7101 12.0957 16.3198 -0.94 0.37 1.05
C 9.5591 13.5702 15.9362 0.54 -0.67 -2.01
C 10.6685 13.9500 14.9552 0.19 0.36 0.21
O 8.3121 13.7827 15.2625 -0.12 0.30 1.01
H 9.3860 11.3991 15.5467 0.42 0.23 -0.42
H 8.9793 11.9290 17.1112 0.02 -0.20 0.29
H 10.6915 11.8538 16.7279 0.06 0.05 -0.22
H 9.6270 14.2354 16.7970 -0.26 -0.16 0.12
H 10.6277 15.0162 14.7324 0.23 0.19 0.25
H 10.5900 13.4738 13.9779 -0.32 -0.43 0.17
H 11.6300 13.6570 15.3767 0.20 0.30 -0.06
H 8.4665 13.6337 14.3268 -0.12 -0.25 -0.31
C 13.2431 12.5312 10.2695 -0.42 0.40 0.40
C 13.4010 12.8620 11.7615 -1.86 -0.35 -1.18
C 12.4088 12.0497 12.5418 0.20 -0.42 0.53
O 14.7004 12.5314 12.1066 0.71 -0.26 0.65
H 12.2485 12.7041 9.8586 -0.16 0.19 0.25
H 13.3896 11.4527 10.2105 0.47 0.02 -0.42
H 13.9336 13.1430 9.6889 0.23 -0.37 -0.23
H 13.1581 13.8938 12.0154 0.28 0.48 -0.31
H 12.5471 12.2499 13.6043 -0.38 0.03 0.07
H 12.5496 10.9770 12.4089 0.09 -0.04 -0.15
H 11.4039 12.3001 12.2020 -0.05 0.06 0.30
H 15.2489 12.9589 11.4448 0.77 0.39 0.11
C 8.7768 13.7759 10.2499 0.54 1.92 -0.19
C 8.4588 14.3127 11.6589 -1.26 1.22 -1.78
C 7.1270 15.0623 11.7668 0.21 0.63 -1.02
O 8.2948 13.1878 12.4030 0.53 -2.21 2.44
H 8.0072 13.1349 9.8197 -0.03 -0.26 0.44
H 9.7556 13.2980 10.2886 -0.18 -0.22 -0.13
H 8.8579 14.6119 9.5552 0.14 0.13 -0.21
H 9.2305 14.9722 12.0561 0.41 -0.45 0.07
H 7.1477 16.0170 11.2413 0.04 0.07 -0.11
H 6.8082 15.2772 12.7868 0.23 -0.33 0.06
H 6.3936 14.4449 11.2480 -0.39 0.00 0.14
H 7.4736 12.7979 12.0947 -0.13 -0.33 0.24
C 11.9082 9.2052 17.1888 0.65 0.34 -0.38
C 12.8338 9.9767 16.2526 -0.32 -0.15 0.15
O 13.4561 11.0337 16.9526 -0.38 -0.17 0.25
H 11.4521 8.3900 16.6270 -0.11 -0.07 0.16
H 11.1426 9.8841 17.5646 -0.03 -0.19 0.08
H 12.4970 8.8122 18.0176 -0.17 -0.08 0.07
H 12.2413 10.3573 15.4206 -0.17 0.21 -0.21
H 13.5892 9.3303 15.8058 0.14 -0.31 0.04
H 13.9060 11.5560 16.2845 0.44 0.39 -0.21
C 14.8775 9.1430 12.2548 -0.52 -1.16 -0.60
C 15.3126 7.8304 11.5917 0.63 -0.62 -0.42
O 14.2682 6.8611 11.4728 -0.99 0.54 0.25
H 14.6119 8.9109 13.2861 0.18 0.51 0.12
H 13.9866 9.5151 11.7490 -0.17 -0.17 -0.02
H 15.5972 9.9501 12.1173 0.26 -0.29 0.42
H 16.0981 7.2962 12.1262 0.39 0.59 0.39
H 15.7050 7.9930 10.5879 0.09 0.41 -0.18
H 14.6417 5.9872 11.3375 0.15 0.12 0.02
C 13.5348 16.0947 9.3140 0.66 -0.44 0.08
C 12.0896 15.7368 9.0076 0.80 0.74 0.77
O 11.7253 16.4954 7.8806 -0.24 0.11 -0.57
H 13.8850 15.7555 10.2889 -0.32 -0.39 0.14
H 13.7081 17.1698 9.3622 -0.31 0.07 -0.40
H 14.2123 15.6446 8.5884 0.04 0.19 -0.17
H 11.5444 16.0748 9.8890 -0.62 -0.25 0.07
H 11.9482 14.6682 8.8462 0.02 -0.01 0.05
H 10.9170 16.1451 7.4993 -0.07 0.00 0.01
C 17.2264 11.7808 14.6916 0.81 -0.25 -0.54
C 16.2578 12.8821 14.9474 -0.83 0.31 0.67
O 14.9267 12.3465 14.8563 0.28 0.54 0.51
H 17.1335 11.0118 15.4585 0.07 -0.04 -0.13
H 18.2603 12.1169 14.6137 0.13 0.18 0.44
H 17.0484 11.3515 13.7056 -0.33 -0.24 0.01
H 16.3844 13.7607 14.3148 -0.06 -0.17 -0.52
H 16.3536 13.2994 15.9498 0.04 -0.27 0.21
H 14.7252 12.3240 13.9179 -0.04 -0.08 -0.51
```
Positions in Å, forces in eV/Å.

Values from the calculation:
- E: -1786.11784 hartree
- ΔE to the lowest compared entry with this formula, charge and spin: 0.8784 eV
- Gap between HOMO and LUMO: 9.904 eV
- HOMO: -9.5 eV
- Spin multiplicity: 1
- LUMO level: 0.37 eV



No. 2
ORCA calculation (the ωB97M-V functional and the def2-TZVPD basis) on 8 unconnected molecules or ions with the total composition C26H73N5O8 in a non-equilibrium geometry.

Geometry as XYZ:
```
112
Properties=species:S:1:pos:R:3:forces:R:3
C 6.3674 -0.7063 0.6572 -1.31 1.19 -0.13
O 5.4925 0.1566 1.4549 0.37 0.15 -1.23
C 4.0860 -0.1595 1.2922 2.02 -1.41 1.39
C 3.2023 0.7540 2.0529 -0.61 2.18 1.64
C 3.2138 0.7116 3.6116 0.92 -0.62 -1.24
N 1.8294 0.5910 1.5856 -0.42 0.12 -0.33
H 6.1515 -1.7667 0.7881 0.28 -0.09 0.62
H 7.3988 -0.3921 0.8170 -0.18 -0.33 0.48
H 6.1792 -0.5387 -0.4033 -0.15 0.23 -0.24
H 3.7292 -0.2268 0.2645 0.33 -0.14 -0.19
H 4.1137 -1.1037 1.8361 -1.10 -0.76 -0.63
H 3.4629 1.7846 1.8120 0.64 0.17 -0.08
H 4.2699 0.7442 3.8791 -0.07 -0.05 0.44
H 2.7618 -0.2134 3.9697 0.02 -0.09 0.10
H 2.7037 1.5644 4.0594 -0.03 0.02 -0.21
H 1.7636 1.2511 0.8241 -0.43 -0.36 -0.73
H 1.2187 1.0334 2.2575 -0.19 -0.06 0.44
C -0.1595 -2.8247 -5.6574 2.30 -0.67 -1.80
O -1.1329 -1.9896 -5.2331 -2.09 -0.41 1.91
C -1.6066 -2.4151 -3.9324 -1.28 2.00 0.23
C -3.0399 -1.8096 -3.7260 0.95 1.94 -0.88
C -4.0364 -1.9777 -4.8262 -0.68 -2.39 -0.86
N -2.9761 -0.3111 -3.6467 0.27 0.20 0.86
H 0.7973 -2.7011 -5.1502 0.05 -0.06 0.70
H 0.1065 -2.5424 -6.6760 -0.23 -0.02 -0.27
H -0.4082 -3.8857 -5.6828 -0.32 -0.14 0.21
H -1.6022 -3.4721 -3.6664 -0.01 -0.36 -0.97
H -0.9402 -1.9628 -3.1979 0.07 0.18 0.27
H -3.4965 -2.1181 -2.7855 0.32 -0.42 0.11
H -4.9989 -1.5519 -4.5425 0.05 0.12 0.03
H -4.2309 -3.0382 -4.9861 -0.22 -0.30 -0.11
H -3.7472 -1.6060 -5.8091 0.33 0.31 0.29
H -2.3500 0.1370 -4.3005 0.62 -0.51 -0.18
H -3.8738 0.0004 -3.9890 -0.19 0.32 0.40
C 1.3462 2.5335 7.4232 0.94 0.06 -0.19
O 0.5256 1.4414 7.3902 -2.52 -0.26 -0.72
C -0.3657 1.3949 6.2598 -0.33 -1.70 1.45
C -1.3876 0.3293 6.7305 0.29 0.20 -1.59
C -2.4293 0.1243 5.6119 0.55 -0.04 0.72
N -1.9737 0.7158 7.9810 -0.67 0.18 0.92
H 2.0230 2.3480 6.5891 1.08 0.65 0.28
H 1.7479 2.4722 8.4346 0.78 0.53 -0.32
H 0.8873 3.5065 7.2475 -0.46 0.08 0.15
H -0.9710 2.2766 6.0492 0.53 0.69 0.22
H 0.1938 1.0634 5.3851 0.00 0.06 -0.27
H -0.8078 -0.5869 6.8424 -0.03 -0.19 0.21
H -3.0402 1.0270 5.6006 -0.27 -0.10 -0.35
H -3.0355 -0.7686 5.7647 -0.16 0.16 0.19
H -1.9154 -0.0175 4.6612 -0.04 0.17 -0.07
H -1.4325 1.3862 8.5079 0.49 -0.28 -0.09
H -2.9026 1.1112 7.9504 -0.16 -0.23 -0.54
C 0.6271 4.4859 -3.4632 -1.61 0.64 0.72
O -0.7111 4.7587 -2.9566 1.01 -0.06 0.67
C -1.4238 3.7433 -2.2547 -1.43 -0.02 -2.43
C -2.9262 4.2535 -2.1468 1.61 -1.88 -0.73
C -3.0209 5.4917 -1.3786 -0.61 1.75 1.26
N -3.7762 3.1682 -1.7203 -0.53 -1.27 0.67
H 0.9445 5.4723 -3.8015 0.29 -0.20 -0.05
H 0.5979 3.8008 -4.3105 0.04 -0.25 0.07
H 1.2715 4.1399 -2.6551 0.15 -0.15 -0.09
H -1.4480 2.8799 -2.9195 -0.27 -0.36 -0.47
H -1.0427 3.2331 -1.3700 0.47 1.08 0.86
H -3.3199 4.4549 -3.1430 0.60 0.08 -0.33
H -3.9962 5.6119 -0.9069 -0.22 -0.22 -0.03
H -2.9320 6.3638 -2.0265 0.36 -0.02 0.06
H -2.2965 5.5764 -0.5686 0.19 -0.06 -0.05
H -3.4375 2.3112 -2.1336 -0.12 -0.21 -1.07
H -3.6518 2.8128 -0.7831 0.11 0.98 0.94
C 0.9244 0.6249 -2.7649 0.80 -1.53 -0.56
O 1.5336 0.3164 -4.0578 -1.54 0.45 0.78
C 2.8083 0.7852 -4.3509 0.03 1.15 -1.18
C 3.0378 0.4902 -5.8790 1.46 -1.83 0.84
C 3.3725 -0.9574 -6.2160 -2.48 -1.61 1.42
N 4.1202 1.1974 -6.4988 0.82 2.26 -0.92
H 1.3740 -0.0840 -2.0696 -0.10 -0.14 0.37
H -0.1325 0.3765 -2.8610 0.09 0.19 -0.02
H 1.0391 1.5981 -2.2875 0.24 0.49 -0.84
H 2.8516 1.8736 -4.3103 -0.18 0.47 0.14
H 3.5273 0.4792 -3.5910 0.53 -0.73 -0.34
H 2.0953 0.7292 -6.3717 0.05 0.37 0.07
H 2.4303 -1.4845 -6.0660 -0.26 -0.50 -0.29
H 3.9772 -1.4809 -5.4754 0.75 0.41 -0.20
H 3.6618 -1.1614 -7.2469 0.22 0.27 0.14
H 5.0522 1.1008 -6.1217 -0.18 -0.10 1.05
H 4.2735 0.7377 -7.3850 -0.28 0.39 -0.41
C -3.8584 -3.4729 3.3301 0.29 -1.02 0.44
C -2.3288 -3.8458 3.3951 -1.15 0.66 -0.44
O -2.0686 -5.0601 2.6651 -0.47 0.34 0.24
H -4.3554 -4.0217 4.1301 -0.14 -0.29 -0.08
H -4.3405 -3.7776 2.4013 0.32 -0.08 -0.15
H -4.1803 -2.4487 3.5190 0.81 0.31 -0.11
H -2.0687 -3.9748 4.4457 0.16 0.08 0.00
H -1.7383 -3.0380 2.9628 0.18 0.02 0.08
H -1.3663 -5.5355 3.1148 -0.04 0.01 0.00
C 1.5161 -4.2894 2.5803 0.20 -1.35 -0.19
C 1.5358 -2.9134 2.0112 0.82 1.49 -0.03
O 0.7277 -1.9270 2.6056 -1.38 -0.45 1.07
H 1.7047 -4.9923 1.7688 -0.23 -0.05 -0.28
H 0.5970 -4.6402 3.0495 0.05 0.41 0.13
H 2.3915 -4.4802 3.2011 -0.35 0.24 0.61
H 1.3240 -2.8707 0.9429 0.26 -0.41 -0.23
H 2.5197 -2.5061 2.2442 0.65 -0.48 -0.90
H 1.1127 -1.1009 2.3040 -0.13 0.50 -0.30
C -2.0328 0.0723 1.3929 -0.87 -0.18 0.04
C -2.1433 -0.7919 0.1135 1.09 1.44 0.68
O -2.2219 0.1774 -0.9327 -0.04 -0.12 0.33
H -2.8549 0.7803 1.2885 0.11 0.34 0.15
H -1.0940 0.6168 1.4937 0.05 -0.02 -0.56
H -2.1722 -0.3821 2.3738 -0.06 -0.68 -0.27
H -3.0284 -1.4260 0.0610 0.12 -0.23 0.44
H -1.2013 -1.3208 -0.0310 -0.17 -0.69 0.16
H -2.4916 -0.3025 -1.7192 -0.14 0.45 -0.87
```
Positions in Å, forces in eV/Å.

Values from the calculation:
- E: -1909.83210 hartree
- ΔE to the lowest compared entry with this formula, charge and spin: 3.9765 eV
- Gap between HOMO and LUMO: 9.266 eV
- HOMO: -8.9 eV
- Spin multiplicity: 1
- LUMO level: 0.36 eV